Density functional theory data (wB97M-V/def2-TZVPD) for a 13-piece molecular cluster, C45H105N6O28P7 overall at a distorted geometry.

## Properties
Highest occupied orbital energy: -10.47 eV
Charge: 0
Molecular weight: 1395.17 g/mol
Lowest unoccupied orbital energy: 0.00823 Ha
Orbital gap: 0.393 hartree

```
191
C45H105N6O28P7 | the OMol25 dataset | wB97M-V/def2-TZVPD
C -2.81875 -1.63776 1.35419
C -3.91540 -1.05494 2.22729
C -5.10612 -0.31042 1.46512
C -6.04682 0.20569 2.41805
N -6.83875 0.62999 3.16302
H -2.25779 -0.90243 0.77736
H -3.27958 -2.32669 0.64630
H -2.12234 -2.25528 1.92144
H -3.46541 -0.41392 2.98537
H -4.30464 -1.95373 2.70559
H -5.55881 -0.91115 0.67626
H -4.79785 0.60825 0.96599
C 0.21054 -3.63123 6.08391
C -1.02669 -3.03618 5.33970
C -0.97988 -1.52978 5.19148
C -0.60805 -0.77359 6.40322
N -0.31084 -0.26007 7.40650
H 1.06349 -3.36478 5.45975
H 0.11138 -4.71578 6.12918
H 0.37742 -3.29190 7.10621
H -1.94306 -3.43981 5.77035
H -1.12223 -3.44292 4.33296
H -1.94629 -1.20214 4.80833
H -0.24098 -1.19850 4.46183
C -5.11786 -1.22965 -2.07753
C -3.83768 -0.60830 -2.68046
C -3.00846 -1.58187 -3.42550
C -2.66057 -2.79135 -2.64260
N -2.38039 -3.76241 -2.06738
H -4.91796 -2.01501 -1.34859
H -5.87100 -1.61421 -2.76527
H -5.62166 -0.42744 -1.53831
H -3.14536 -0.19775 -1.94545
H -3.94978 0.21909 -3.38114
H -2.06092 -1.27439 -3.86789
H -3.48098 -1.96972 -4.32795
C 1.71291 3.57843 3.37338
C 2.85014 2.78816 2.71702
C 3.64492 3.66451 1.69629
C 2.90775 4.27458 0.57866
N 2.31610 4.76921 -0.27789
H 2.05468 4.51091 3.82258
H 1.22070 2.97309 4.13455
H 1.01497 3.86203 2.58564
H 2.59206 1.88107 2.17049
H 3.45052 2.41227 3.54549
H 4.34757 2.96395 1.24508
H 4.30069 4.37054 2.20577
C -1.59581 2.24331 5.08368
C -2.96842 2.69587 4.62551
C -3.12293 3.48096 3.32151
C -2.06101 4.42829 3.13156
N -1.19972 5.20709 3.03959
H -1.04811 1.61606 4.38035
H -1.66768 1.77209 6.06393
H -1.00804 3.11361 5.37560
H -3.62435 3.07261 5.41033
H -3.57574 1.80847 4.44722
H -4.05051 4.05299 3.34356
H -3.14754 2.80301 2.46835
C 0.57323 -0.21469 1.31026
C 0.39155 1.19448 0.88849
C -0.78073 1.43517 -0.07520
C -0.69678 0.59270 -1.28125
N -0.63982 -0.08563 -2.19390
H 0.69221 -0.85704 0.43771
H -0.23747 -0.54818 1.95807
H 1.47722 -0.44724 1.87314
H 1.25697 1.57683 0.34725
H 0.25395 1.80884 1.77829
H -0.80061 2.48634 -0.36284
H -1.74435 1.29602 0.41487
C 0.70043 -3.90075 2.03235
O 0.11656 -5.07974 1.46834
P -1.08274 -5.86320 2.24395
O -0.73059 -6.31464 3.63625
O -2.35091 -4.78831 2.16517
C -3.65181 -5.10103 2.56955
O -1.57892 -7.04764 1.25720
C -1.97178 -6.75322 -0.05213
H 1.58862 -4.13159 2.62052
H -0.05138 -3.34077 2.58849
H 0.97080 -3.17860 1.26195
H -4.37400 -4.82017 1.80296
H -3.89659 -4.54409 3.47400
H -3.77185 -6.17469 2.71430
H -1.57348 -7.46509 -0.77510
H -1.60522 -5.78005 -0.37877
H -3.05540 -6.80736 -0.15673
C 2.72010 1.84201 -2.25476
O 3.73964 1.08280 -1.67610
P 5.22062 1.64321 -1.61119
O 5.33315 3.07058 -1.28847
O 5.73838 1.17428 -3.09767
C 6.96794 1.68356 -3.64910
O 5.93493 0.59880 -0.58605
C 7.05814 1.00869 0.16140
H 2.04468 1.26309 -2.88465
H 3.10063 2.66193 -2.86387
H 2.00836 2.31068 -1.57514
H 6.77120 2.09686 -4.63833
H 7.64053 0.82743 -3.70164
H 7.48857 2.47082 -3.10388
H 7.27528 0.28053 0.94290
H 7.00179 1.97039 0.67136
H 7.97048 1.05941 -0.43287
C -6.37788 2.46061 -2.46934
O -5.75168 2.75002 -1.21370
P -4.29349 3.43407 -1.03825
O -3.67278 3.22373 0.31700
O -4.47374 4.99473 -1.38555
C -4.94074 5.87867 -0.37425
O -3.43559 2.78395 -2.24744
C -2.26465 3.40893 -2.69701
H -5.65758 2.28598 -3.26857
H -7.10683 3.20022 -2.80057
H -6.86137 1.49243 -2.33910
H -4.61997 6.89372 -0.60851
H -4.60862 5.68932 0.64651
H -6.02716 5.83485 -0.29760
H -1.45625 2.69018 -2.83124
H -1.88533 4.23307 -2.09284
H -2.55660 3.81812 -3.66418
C 3.29369 0.89013 5.89852
O 3.96464 -0.37851 5.69646
P 3.55166 -1.38751 4.47038
O 2.06008 -1.45743 4.20724
O 4.46263 -0.83399 3.24256
C 4.32210 -1.45591 1.99456
O 4.26251 -2.83260 4.88549
C 5.51877 -2.83511 5.46653
H 2.29394 0.83531 5.46772
H 3.90996 1.71394 5.53842
H 3.04619 0.98542 6.95576
H 4.23733 -0.75480 1.16428
H 3.48556 -2.15465 2.00296
H 5.28700 -1.95886 1.93049
H 5.88373 -3.86169 5.43436
H 5.40701 -2.42828 6.47158
H 6.18876 -2.19687 4.89046
C 4.52074 -5.30504 -0.06824
O 3.43503 -5.64490 -0.95430
P 3.08668 -4.56173 -2.07940
O 4.29073 -4.09773 -2.84152
O 1.89078 -5.33314 -2.92748
C 0.63635 -5.68304 -2.26059
O 2.26788 -3.42731 -1.24767
C 1.62520 -2.36477 -1.92276
H 5.04683 -4.39781 -0.36532
H 5.25486 -6.11020 -0.09794
H 4.21519 -5.30808 0.97805
H -0.19793 -5.22609 -2.79283
H 0.53421 -5.39730 -1.21368
H 0.42142 -6.73614 -2.44189
H 0.57067 -2.37529 -1.64716
H 1.79161 -2.38694 -2.99975
H 2.11256 -1.42479 -1.66390
C 2.49062 -4.84288 -5.98544
O 1.64770 -3.83059 -5.54776
P 0.14201 -3.74036 -6.19061
O -0.70091 -4.93573 -5.92077
O -0.45006 -2.39904 -5.53049
C 0.20070 -1.17517 -5.62473
O 0.38595 -3.36592 -7.75406
C -0.71729 -3.05288 -8.59199
H 1.92462 -5.73959 -6.23773
H 3.20029 -5.00869 -5.17490
H 3.05161 -4.57901 -6.88197
H 0.34013 -0.76314 -4.62529
H -0.40011 -0.46477 -6.19257
H 1.13798 -1.33677 -6.15714
H -1.01371 -2.01984 -8.41015
H -1.59250 -3.68141 -8.42747
H -0.39601 -3.15129 -9.62891
C -1.99080 8.90976 -4.38448
O -2.32915 7.87168 -3.53409
P -1.13676 7.28957 -2.59016
O -0.07744 8.26302 -2.23466
O -1.90787 6.78441 -1.25803
C -1.20420 6.17054 -0.21974
O -0.57795 5.89059 -3.26062
C 0.78397 5.84002 -3.66994
H -0.93438 9.15270 -4.49888
H -2.58330 9.79897 -4.16922
H -2.34823 8.71554 -5.39573
H -1.23761 6.72450 0.71840
H -0.15737 5.91232 -0.37958
H -1.59153 5.17418 -0.00680
H 1.33683 6.73536 -3.38567
H 0.99715 5.61007 -4.71385
H 1.21491 4.99025 -3.14054
```

---

Density functional theory data (wB97M-V/def2-TZVPD) for C37H35AsCsN2O6S as an isolated structure at a distorted geometry.

## Properties
Highest occupied orbital energy: -4.25 eV
Relative energy (zero: lowest compared OMol25 entry of this formula, charge and spin): 0.000 eV
Charge: -1
Molecular weight: 843.59 g/mol
Lowest unoccupied orbital energy: 0.05801 Ha
Orbital gap: 0.214 hartree

```
83
C37H35AsCsN2O6S | the OMol25 dataset | wB97M-V/def2-TZVPD
Cs -1.18884 -0.97292 0.55534
C -1.41557 1.61381 -3.21177
C -2.35361 0.68164 -2.48342
C -3.10689 1.12529 -1.39389
C -3.02554 2.56871 -0.95018
C -3.95405 0.23099 -0.72453
C -4.65414 0.66460 0.54297
C -4.09918 -1.07808 -1.19182
C -5.06716 -2.02640 -0.52837
C -3.33919 -1.53049 -2.28018
C -3.46302 -2.96445 -2.72797
C -2.46569 -0.64896 -2.92862
C -1.67193 -1.07870 -4.13818
H -1.85510 1.98338 -4.14478
H -0.48700 1.10705 -3.47495
H -1.15163 2.48364 -2.61607
H -2.19996 2.74116 -0.24941
H -3.94206 2.88784 -0.45749
H -2.87295 3.23637 -1.79618
H -5.64615 1.08619 0.35219
H -4.07795 1.42062 1.07557
H -4.78649 -0.17290 1.22685
H -5.54237 -2.67419 -1.26464
H -5.86303 -1.50280 -0.00276
H -4.53563 -2.67626 0.17395
H -4.28525 -3.09120 -3.44108
H -3.63175 -3.61666 -1.87542
H -2.55132 -3.31510 -3.20575
H -2.10987 -1.94384 -4.62823
H -0.64053 -1.33354 -3.87463
H -1.62525 -0.28161 -4.88034
S 1.06642 -1.13521 2.78921
C 1.83950 0.17482 3.63691
C 2.57635 -0.05921 4.81246
C 3.21411 0.96384 5.48982
C 3.15183 2.27436 5.02623
C 2.43593 2.53721 3.86733
C 1.79497 1.50923 3.18166
As 0.70884 1.84130 1.61579
C 1.90412 1.22882 0.18475
C 3.06273 0.50133 0.44194
C 3.85779 0.06440 -0.61023
C 3.50276 0.34408 -1.92375
C 2.34593 1.06300 -2.18448
C 1.55118 1.49979 -1.13234
C 0.95694 3.76269 1.32229
C -0.12299 4.58868 1.63011
C -0.05226 5.96215 1.43096
C 1.10397 6.52660 0.91170
C 2.18560 5.71385 0.59940
C 2.11226 4.34296 0.80565
H 2.63478 -1.07469 5.18384
H 3.76835 0.73276 6.39336
H 3.65156 3.07618 5.55531
H 2.37552 3.55189 3.49153
H 3.32781 0.26121 1.46293
H 4.75237 -0.51069 -0.40240
H 4.11187 -0.02120 -2.74087
H 2.05457 1.27382 -3.20683
H 0.64805 2.06212 -1.34684
H -1.03254 4.15370 2.03014
H -0.90372 6.58495 1.67818
H 1.16388 7.59564 0.74719
H 3.09176 6.14827 0.19406
H 2.96054 3.71555 0.55711
O -1.81184 -4.65402 1.75435
C -1.44241 -4.04188 0.75274
O -2.10401 -3.27450 0.00562
C 0.06498 -4.10255 0.40729
C 0.92234 -4.79498 1.25566
C 2.27636 -4.80707 0.98465
C 2.84100 -4.16195 -0.10192
C 1.96040 -3.48903 -0.92234
C 0.59686 -3.43630 -0.68814
N 2.49486 -2.80675 -2.10932
O 1.71637 -2.20304 -2.82314
O 3.69020 -2.88184 -2.32023
N 3.17933 -5.54412 1.88577
O 4.37542 -5.48204 1.66411
O 2.68672 -6.15554 2.80982
H 0.51064 -5.29387 2.12097
H 3.90093 -4.18613 -0.28808
H -0.04983 -2.86178 -1.33610
```